Below is 2 unconnected molecules or ions with the total composition C8H13F3N2O2, with properties calculated with ωB97M-V with the def2-TZVPD basis set.

For the energy, the calculation gives -872.1940 Eh. The HOMO-LUMO gap is 8.656 eV. As for the SMILES: CCN1CCN=C1C(F)(F)F.CC(=O)O. The energy above the lowest of the compared OMol25 structures with the same formula, charge and spin comes out at 0.00 kcal/mol. Its net charge is 0.

Each line ends with the Löwdin charge.
CARTESIAN COORDINATES (ANGSTROEM)
1 C -2.0306 2.6947 -0.5768  -0.09
2 C -0.7093 1.9133 -0.5889  -0.21
3 N -0.5726 0.8682 0.4326  -0.10
4 C -0.0528 1.2121 1.6645  -0.17
5 C -0.3700 0.0029 2.5658  -0.17
6 N -0.9254 -0.9815 1.6812  0.10
7 C -0.9721 -0.4485 0.5178  -0.25
8 C -1.6971 -1.3349 -0.5490  -0.58
9 F -3.0387 -1.0603 -0.4374  0.11
10 F -1.2999 -1.0264 -1.8162  0.10
11 F -1.5500 -2.5921 -0.4256  0.21
12 H -2.8405 1.9749 -0.9206  0.08
13 H -2.0991 3.0744 0.4461  0.06
14 H -2.1133 3.4372 -1.4852  0.11
15 H -0.6046 1.3830 -1.6042  0.14
16 H 0.1094 2.5586 -0.2997  0.10
17 H -0.6183 2.1541 1.9421  0.13
18 H 1.0788 1.4617 1.6232  0.14
19 H 0.4582 -0.4414 3.1014  0.11
20 H -1.0887 0.2392 3.2615  0.08
21 C 3.1968 -1.4346 -1.6949  0.03
22 C 2.1115 -1.9526 -0.7645  -0.53
23 O 0.9833 -1.4917 -0.7384  0.08
24 O 2.5425 -2.9573 -0.0212  0.13
25 H 2.8764 -1.7073 -2.7648  0.13
26 H 4.1349 -1.8177 -1.4404  0.06
27 H 3.1726 -0.3635 -1.6862  0.08
28 H 1.9186 -3.3644 0.5779  0.13